{"formula": "CHF2NO2", "method": "wB97M-V/def2-TZVPD", "fmax_ev_per_a": 3.2, "homo_lumo_gap_ev": [10.19, 8.00], "de_lowest_ev": 3.133, "total_charge": 0, "total_energy_ha": -443.46503, "species": ["C", "N", "O", "O", "F", "F", "H"], "coordinates": [[1.2016, -0.0872, -0.1458], [-1.5666, 0.4282, 0.2139], [-1.7577, -0.7498, 0.1366], [-2.2190, 1.4045, 0.3049], [1.1120, -1.0368, 0.8259], [1.0859, -0.6450, -1.3406], [2.1438, 0.6860, 0.0052]], "atomic_forces_ev_per_a": [[1.887, 0.866, 1.215], [1.081, -0.995, -0.161], [-0.482, 0.916, 0.095], [-0.514, 0.003, 0.029], [0.244, 1.078, -1.057], [0.191, 0.250, 0.358], [-2.407, -2.119, -0.479]]}